(1)
Entry from OMol25: a single O4S2 molecule in a non-equilibrium geometry (ωB97M-V with the def2-TZVPD basis set).

The calculation puts the total energy at -1097.27504 Eh. Its largest force on an atom is 2.82 eV Å⁻¹. Its molecular weight is 128.130 g/mol. The HOMO-LUMO gap comes out at 0.3755 Eh. As for the SMILES: O=[S@]12=[S@@](=O)(O1)O2.

```
6
Properties=species:S:1:pos:R:3:forces:R:3
O -0.029543 1.095255 -0.097218 0.3272 -0.8260 -0.3049
O 2.229870 0.025549 -0.374489 0.0177 0.0844 0.1531
O -2.135757 0.130090 0.650046 1.6018 -1.0841 -2.0511
O 0.040398 -1.192804 -0.187737 -0.4926 1.6093 0.6842
S -1.193337 -0.053803 -0.472072 -1.8420 0.6907 1.8670
S 1.088367 -0.004285 0.481471 0.3879 -0.4745 -0.3482
```
Forces are in eV/Å.

Taken from the Löwdin analysis, the atomic charges in e are:
1. O -0.54
2. O -0.37
3. O -0.41
4. O -0.54
5. S 0.94
6. S 0.92

=====

(2)
Entry from OMol25: a single C8H20N2 molecule in a non-equilibrium geometry (ωB97M-V with the def2-TZVPD basis set).

The calculation puts the total energy at -426.26225 Eh. Its largest force on an atom is 5.95 eV Å⁻¹. Its molecular weight is 144.262 g/mol. The HOMO-LUMO gap comes out at 0.3179 Eh. As for the SMILES: CCC(N)(N)CC(C)(C)C.

```
30
Properties=species:S:1:pos:R:3:forces:R:3
C -1.068589 0.019518 0.493992 0.4557 1.9393 4.8416
C 1.069871 -0.647034 -1.058037 -0.3930 1.3487 2.0326
C 0.390864 0.177328 0.404426 2.2517 -2.8998 -4.6862
C -1.088308 0.779188 2.215850 -1.7942 -0.6928 -2.0371
C 2.538021 -0.238594 -1.022757 0.0272 -0.0368 -0.0767
C 0.418651 -0.127436 -2.328127 0.1125 0.0110 -0.0991
C 0.958580 -2.162004 -0.988409 -0.1027 -0.0964 -0.0853
C -0.860894 2.275982 2.219204 0.1289 -0.0948 -0.0016
N -1.554342 -1.311541 0.519713 -0.1421 -0.4177 -0.2034
N -1.790254 0.835404 -0.381389 -0.9588 0.6808 -1.2956
H -1.076883 -1.892694 1.194376 0.0472 -0.0356 -0.0306
H -2.555357 -1.365290 0.662810 0.0940 0.1846 0.1247
H -2.089245 0.411467 -1.246211 0.0606 -0.0441 0.1972
H -2.330954 1.655479 -0.154322 0.2564 -0.3799 0.5717
H 0.944729 -0.305232 1.201774 0.0753 0.1869 0.2149
H 0.669999 1.204280 0.196818 -0.0331 0.0643 0.4389
H -2.113834 0.540641 2.511412 -0.1016 0.1463 0.1538
H -0.435105 0.261863 2.921605 0.2079 -0.2375 -0.5023
H 2.647757 0.846835 -1.057768 0.0134 0.0377 0.0068
H 0.444117 0.964626 -2.368306 -0.2765 -0.0720 0.0464
H -0.066254 -2.498591 -1.135827 -0.0126 0.0402 0.2109
H 3.025337 -0.599159 -0.115131 0.0170 0.0070 0.0524
H 3.088047 -0.653041 -1.874430 -0.0439 -0.0159 -0.0069
H 0.955156 -0.475859 -3.218256 0.1373 -0.1237 0.1037
H -0.596126 -0.514059 -2.427575 -0.0742 0.2319 0.0041
H 1.542501 -2.635380 -1.786916 0.1559 0.1714 0.0274
H 1.339412 -2.546291 -0.040301 -0.0500 -0.0602 0.0587
H -1.487025 2.751393 1.463223 0.0473 0.1700 0.0532
H -1.102070 2.725091 3.186707 -0.0567 -0.0454 -0.0344
H 0.182198 2.523109 2.011853 -0.0487 0.0328 -0.0797
```
Forces are in eV/Å.

Taken from the Löwdin analysis, the atomic charges in e are:
1. C -0.58
2. C -0.52
3. C -0.07
4. C -0.15
5. C -0.10
6. C -0.09
7. C -0.09
8. C -0.14
9. N 0.09
10. N 0.09
11. H 0.09
12. H 0.09
13. H 0.08
14. H 0.08
15. H 0.10
16. H 0.10
17. H 0.08
18. H 0.08
19. H 0.08
20. H 0.08
21. H 0.06
22. H 0.08
23. H 0.08
24. H 0.08
25. H 0.07
26. H 0.08
27. H 0.08
28. H 0.06
29. H 0.07
30. H 0.06

=====

(3)
Entry from OMol25: 2 unconnected molecules or ions with the total composition CH3IN2O in a non-equilibrium geometry (ωB97M-V with the def2-TZVPD basis set).

The calculation puts the total energy at -522.22283 Eh. Its largest force on an atom is 3.24 eV Å⁻¹. Its molecular weight is 185.952 g/mol. The HOMO-LUMO gap (alpha / beta) comes out at 0.2810 / 0.2787 Eh.

```
8
Properties=species:S:1:pos:R:3:forces:R:3
C -1.210483 0.377241 -0.147026 2.6449 -0.2698 -0.6799
N 1.505438 -0.093535 -0.058210 1.0110 -0.5873 2.8766
N 0.476284 -0.885067 -0.466521 -1.1760 2.7906 -0.8332
O -0.870000 1.490340 -0.260872 -0.2773 -0.2143 0.2494
I -3.183340 -0.307878 0.024471 -0.7603 -0.3684 0.0503
H 1.349611 0.832833 -0.388031 0.2506 0.8673 -0.6580
H 1.822015 -0.026918 1.012487 -1.4764 -0.4339 -2.8510
H 0.110472 -1.387013 0.283702 -0.2165 -1.7843 1.8458
```
Forces are in eV/Å.

Taken from the Löwdin analysis, the atomic charges in e are:
1. C -0.81
2. N -0.09
3. N -0.02
4. O -0.05
5. I 0.77
6. H 0.05
7. H 0.15
8. H 0.01